A structure of composition C48H58N7OP2RbS at a distorted geometry. Source: OMol25; level of theory: ωB97M-V/def2-TZVPD.

Summary:
Calculated total energy in eV: -93248.0840
Total charge: -2
2S+1: 1
Gap between HOMO and LUMO (spin up / spin down) in eV: 2.72 / 1.84
Energy above the lowest of the compared OMol25 structures with the same formula, charge and spin in kJ/mol: 506.0

Cartesian coordinates (Å):
Rb  -3.4988  3.0527  -0.6118
C  5.6920  -5.0503  2.0146
S  4.5361  -6.3584  1.4032
C  4.0708  -5.1454  0.0548
C  3.5768  -6.0921  -0.9836
C  2.7602  -5.4482  -2.1212
N  1.6535  -4.9130  -1.8027
P  1.2490  0.4800  -1.5566
C  2.8904  0.8678  -2.0554
C  3.4602  -0.2928  -2.7205
C  4.8167  -0.5081  -2.6863
C  5.6559  0.4260  -1.9244
C  5.1164  1.4746  -1.2015
C  3.7271  1.8262  -1.3684
C  0.3750  1.3874  -2.8966
C  -0.6879  2.3167  -2.4727
C  -1.5182  3.0880  -3.6318
C  -1.4814  2.3069  -4.9511
C  -0.3991  1.3563  -5.1919
C  0.3440  0.8599  -4.0653
P  0.6410  -3.5400  -1.9441
C  -0.5902  -4.1366  -3.1758
C  -1.9447  -3.9611  -3.0162
C  -2.7628  -4.3277  -4.1255
C  -2.1909  -4.7961  -5.2951
C  -0.7868  -4.7579  -5.4727
C  -0.0103  -4.4480  -4.4097
C  -0.3765  -3.8354  -0.5094
C  -1.0684  -5.1086  -0.4670
C  -1.6368  -5.5476  0.8452
C  -1.8014  -4.4365  1.7837
C  -1.1803  -3.1934  1.5258
C  -0.2808  -2.9414  0.5668
H  5.2025  -4.1257  1.9513
H  6.5148  -5.1547  1.2669
H  6.1018  -5.3830  2.9694
H  5.0066  -4.7397  -0.3919
H  3.4636  -4.3492  0.4388
H  2.9917  -6.9526  -0.5679
H  4.4915  -6.4786  -1.5208
H  3.0688  -5.4705  -3.1687
H  -0.4742  -5.7705  -1.1156
H  2.7419  -1.0025  -3.2504
H  5.2039  -1.3909  -3.1481
H  6.7225  0.3187  -2.0802
H  5.7495  2.0992  -0.6204
H  3.3382  2.7427  -1.0282
H  -2.6219  2.9780  -3.3974
H  -1.2891  4.2208  -3.6358
H  -2.1931  2.5841  -5.7357
H  -0.0662  0.8812  -6.1128
H  0.6945  -0.1450  -4.3190
H  -2.2958  -3.4038  -2.1513
H  -3.8386  -4.3773  -3.9749
H  -2.7961  -4.9778  -6.1756
H  -0.3544  -4.9301  -6.4493
H  1.0575  -4.4773  -4.4351
H  3.9452  -1.1289  8.0828
H  -2.1192  -6.4517  0.9025
H  -2.3386  -4.7423  2.6508
H  -1.2319  -2.6868  2.5430
H  0.5511  -2.1824  0.5262
C  6.0964  -0.7121  5.0594
N  5.7404  0.0965  6.1477
C  6.7553  0.3344  7.3499
C  4.3635  0.6668  6.1532
C  3.1974  -0.4168  6.3098
C  2.2065  -0.2739  5.3667
C  1.3852  -1.3525  5.3687
C  1.0884  -2.1807  6.4130
C  2.0476  -2.1902  7.5332
C  3.0613  -1.2917  7.4336
H  5.3576  -1.3464  4.6000
H  6.9684  -1.3651  5.3261
H  6.4715  -0.1214  4.0743
H  7.7007  0.0152  6.8810
H  6.5084  -0.0633  8.2865
H  6.8443  1.4290  7.4331
H  4.1034  1.1551  5.1858
H  4.3564  1.6264  6.7992
H  2.1535  0.5042  4.6231
H  0.7711  -1.5759  4.4668
H  0.4424  -3.0338  6.3366
H  1.8858  -2.7646  8.4504
C  -7.7751  4.1146  2.3452
N  -7.0442  4.0401  1.0701
C  -5.7784  4.8477  1.0019
C  -7.2409  3.0403  0.1650
N  -6.2697  2.7193  -0.6501
N  -8.4821  2.4878  0.0483
C  -8.6642  1.1524  -0.5298
C  -9.6857  3.2868  0.0420
H  -7.0609  4.4620  3.1497
H  -8.1944  3.1095  2.5590
H  -8.5692  4.8633  2.2844
H  -5.9694  5.8126  1.4684
H  -5.4853  5.0714  -0.0241
H  -5.0577  4.2063  1.5967
H  -6.7045  2.1334  -1.3904
H  -8.9415  1.2325  -1.6598
H  -9.4634  0.5880  -0.0148
H  -7.7562  0.5592  -0.4615
H  -9.4691  4.0889  -0.6791
H  -9.9810  3.6481  1.0271
H  -10.4911  2.7477  -0.4562
N  2.3459  5.2901  -1.3951
C  1.4682  5.8001  -1.9620
C  0.5380  6.5334  -2.7539
C  1.1912  7.5615  -3.6601
C  0.2251  8.2793  -4.3995
C  -1.1378  7.9335  -4.3752
N  -1.6350  6.9830  -3.5942
C  -0.8307  6.3058  -2.7811
H  2.2143  7.9246  -3.5877
H  0.4374  9.0156  -5.1501
H  -1.7477  8.4838  -5.1250
H  -1.3724  5.8485  -2.0172
O  -0.6944  2.5826  -1.2786

Atoms 1-6, force components in eV/Å:
0.5415 -0.0454 -0.0152
1.6099 -3.1620 -0.5827
0.2399 2.2363 -0.0752
1.5280 -1.6429 -0.0452
-0.3475 -1.0133 -3.0350
-1.9404 0.4143 1.1016